# 1
ORCA calculation (wB97M-V/def2-TZVPD) on C30H27Cl2LiN5O3 as an isolated structure in a non-equilibrium geometry.

Computed properties:
energy relative to the best compared isomer or geometry (same formula, charge and spin) = 12.2 kcal per mole
net charge = -1
strongest force on any atom = 1.16 eV/Å
gap between HOMO and LUMO = 5.78 eV
highest occupied orbital energy = -3.2 eV
2S+1 = 1

Last column: Löwdin charge in e.
Atoms and positions in Å:
Cl -0.246 2.359 -2.518  0.702
Cl 2.214 -1.201 -5.711  0.609
O 2.706 -1.096 0.558  0.002
O 1.181 1.014 -0.421  -0.126
O 2.538 1.419 2.040  0.031
N -0.663 1.406 2.741  0.068
N 0.159 -2.512 1.335  -0.085
N 0.501 -1.518 2.131  0.022
N -1.401 2.145 1.924  -0.097
N -1.278 -0.272 0.507  0.039
C -3.724 2.306 1.337  -0.003
C 0.795 -2.048 3.300  -0.142
C 4.788 1.282 1.293  -0.009
C 0.185 2.229 3.327  -0.184
C 2.483 -1.153 -3.029  -0.096
C 0.830 1.033 -2.733  -0.598
C -6.176 2.619 0.828  -0.080
C -0.133 -3.188 -2.276  -0.298
C 3.397 1.874 1.334  -0.493
C -0.189 -2.330 -0.012  -0.141
C -2.431 0.390 0.544  -0.241
C 1.405 0.492 -1.526  -0.432
C 0.210 -3.694 1.980  -0.069
C -0.987 -1.223 -0.391  -0.257
C 1.905 -0.568 -4.121  -0.697
C 0.627 -3.436 3.267  -0.070
C -1.359 -1.174 -1.755  -0.026
C -3.653 -0.103 0.018  -0.030
C 0.227 -3.272 -0.941  -0.006
C 1.054 0.535 -3.982  -0.145
C -4.892 1.834 0.749  -0.311
C 0.347 -4.177 -3.298  -0.058
C -2.524 1.619 1.251  -0.129
C -0.940 -2.119 -2.659  -0.055
C 2.815 -1.352 -0.627  -0.238
C 3.182 3.090 0.473  -0.015
C -4.832 0.594 0.117  -0.075
C 0.000 3.539 2.877  -0.077
C 2.249 -0.655 -1.741  -0.134
C -1.035 3.440 1.972  -0.070
Li 0.692 0.293 1.207  0.562
H 0.873 1.862 4.063  0.098
H -3.765 3.229 1.902  0.113
H 1.171 -3.752 -3.872  0.057
H -3.645 -1.073 -0.461  0.103
H 0.852 -4.092 -0.612  0.115
H -1.239 -2.035 -3.698  0.114
H -5.999 3.675 0.617  0.067
H 3.435 -2.234 -0.923  0.125
H 3.322 2.813 -0.568  0.088
H 0.786 -4.149 4.052  0.079
H 4.693 0.210 1.140  0.071
H 3.126 -2.015 -3.143  0.107
H 0.549 4.415 3.163  0.084
H 1.110 -1.419 4.105  0.100
H -1.515 4.190 1.377  0.118
H 5.258 1.437 2.262  0.084
H 5.402 1.730 0.517  0.074
H 2.162 3.437 0.606  0.075
H -6.626 2.558 1.823  0.068
H -0.078 -4.614 1.508  0.114
H -6.903 2.242 0.110  0.064
H 3.894 3.877 0.717  0.083
H -0.449 -4.427 -3.999  0.072
H 0.581 0.985 -4.841  0.100
H 0.696 -5.093 -2.827  0.069
H -5.741 0.171 -0.297  0.100
H -1.974 -0.347 -2.089  0.111

***

# 2
ORCA calculation (wB97M-V/def2-TZVPD) on C19H43N2OP3SSn as an isolated structure in a non-equilibrium geometry.

Computed properties:
energy relative to the best compared isomer or geometry (same formula, charge and spin) = 70.6 kcal per mole
net charge = +4
strongest force on any atom = 3.80 eV/Å
gap between HOMO and LUMO (spin up / spin down) = 4.53 / 4.20 eV
highest occupied orbital energy (spin up / spin down) = -19.7 / -19.7 eV
2S+1 = 1

Last column: Löwdin charge in e.
Atoms and positions in Å:
Sn 0.049 -0.040 -0.342  0.931
S 1.928 -1.785 -1.546  0.705
P -0.756 2.216 1.996  0.854
P -2.604 -0.574 -0.082  0.784
P 2.388 1.298 0.558  0.777
O -0.145 -1.242 2.282  -0.129
N 0.603 -2.146 4.278  0.047
N 2.031 -1.900 2.491  0.156
C 0.745 -1.771 2.987  -0.561
C -3.452 -0.969 1.500  -0.193
C -0.643 -2.104 5.003  -0.034
C -2.820 -2.070 -1.111  -0.228
C 0.438 2.684 3.313  -0.243
C -3.672 0.682 -0.894  -0.208
C -2.137 1.784 3.122  -0.233
C -1.286 3.897 1.466  -0.221
C 3.788 0.730 -0.459  -0.263
C -0.231 -2.168 -3.229  -0.165
C 3.191 1.136 2.195  -0.201
C 0.198 0.283 -4.575  -0.073
C 1.266 -1.910 -6.059  0.158
C 1.672 -2.974 -5.360  0.189
C -1.016 -0.407 -4.733  -0.024
C 1.125 -0.201 -3.634  -0.206
C 0.957 -1.438 -2.934  -0.818
C 2.452 3.092 0.203  -0.215
C -1.228 -1.604 -4.008  -0.075
H -0.365 -3.197 -2.872  0.138
H 1.933 -1.068 -6.291  0.133
H 0.779 1.748 3.779  0.055
H 1.392 -2.564 4.747  0.160
H -1.800 -0.114 -5.448  0.146
H 2.120 -1.898 1.488  0.058
H 2.631 1.676 2.956  0.019
H -4.373 -0.382 1.629  0.084
H 0.974 -3.716 -4.936  0.124
H 2.736 -3.242 -5.289  0.143
H 3.503 0.612 -1.507  0.020
H -2.282 2.594 3.848  0.087
H -0.464 -1.757 6.030  0.110
H -1.509 4.512 2.352  0.089
H -2.152 -2.166 -4.117  0.133
H -3.868 -2.385 -1.156  0.094
H -2.220 -2.882 -0.684  0.075
H 3.204 0.077 2.489  0.039
H 0.280 -1.835 -6.546  0.134
H 4.613 1.442 -0.383  0.085
H 2.116 0.252 -3.614  0.127
H -3.135 1.146 -1.731  0.056
H -1.864 0.865 3.662  0.043
H -4.595 0.231 -1.277  0.088
H -3.934 1.470 -0.178  0.058
H -2.457 -1.917 -2.131  0.000
H 0.428 0.578 -2.105  0.015
H 2.016 3.691 1.006  0.037
H -3.703 -2.036 1.531  0.081
H 4.212 1.542 2.155  0.099
H 3.490 3.408 0.054  0.086
H -2.759 -0.756 2.324  0.012
H 1.895 3.303 -0.715  0.064
H -0.473 4.359 0.886  0.052
H -1.333 -1.403 4.524  0.066
H 2.667 -2.523 2.967  0.129
H -0.062 3.297 4.074  0.089
H 4.138 -0.249 -0.129  0.056
H -2.187 3.800 0.843  0.057
H -1.130 -3.091 5.048  0.111
H -3.058 1.633 2.544  0.044
H 0.475 1.199 -5.145  0.156
H 1.277 3.247 2.885  0.037